The following is a quantum chemistry calculation of a cluster of 3 separate species, C32H53BF4N3O8P2S in total in a non-equilibrium geometry, from the OMol25 dataset.

ORCA input file:
```
! RIJCOSX wB97M-V def2-TZVPD def2/J DEFGRID3
* xyz 1 1
C 1.27287 -2.27010 -4.78929
C -0.06424 -2.06191 -4.02141
P 0.33665 -2.60372 -2.30217
C 0.39300 -4.42535 -2.55230
C -1.14154 -2.25588 -1.07602
C -2.60165 -2.51882 -1.50636
C -2.89924 -3.15020 -2.84675
C -3.44437 -2.26249 -3.94876
N -2.78955 -4.40776 -2.97506
C -1.05378 -0.78812 -0.65203
C -1.04736 0.18700 -1.83708
C -1.82103 1.46436 -1.56020
F -1.00260 2.43290 -1.00568
O 0.09648 -0.52561 0.09890
C 0.00317 -0.96485 1.45952
C -0.56646 0.19301 2.26606
B 0.38743 1.47467 2.31093
O 0.66669 2.02060 3.53376
O 0.93859 2.07674 1.21892
O 1.22601 -1.29543 1.95858
C 2.41694 -0.90061 1.27891
C 2.85838 -1.85951 0.19837
N 3.00481 -3.23375 0.66435
C 4.34939 -3.78957 0.55503
C 4.87988 -3.91575 -0.88200
C 3.79481 -4.11710 -1.94521
O 5.77207 -2.84865 -1.20560
C -0.97164 -2.30226 1.54365
S -0.28413 -3.36863 2.91403
P -2.71680 -1.91087 2.30840
O -3.75019 -1.95144 1.04054
O -3.08629 -3.20623 3.20977
N -0.85015 -3.05632 0.22159
F 0.55893 -3.31671 0.16551
C -1.40968 -4.44238 0.14467
O -2.52479 -4.49391 0.95215
C -3.10304 -5.79918 1.01196
H 1.08990 -2.62655 -5.79740
H 1.96126 -2.93424 -4.27011
H 1.79605 -1.31912 -4.85878
H -0.30438 -1.01268 -4.11769
H -0.80662 -2.68997 -4.50443
H -0.58170 -4.90401 -2.53573
H 0.83563 -4.62547 -3.52271
H 1.02176 -4.84679 -1.77170
H -3.15715 -1.58478 -1.46622
H -3.12077 -3.13361 -0.77621
H -4.45135 -2.62634 -4.16175
H -3.55999 -1.22521 -3.65014
H -2.87770 -2.36514 -4.86771
H -3.05366 -4.69370 -3.91796
H -1.95702 -0.51617 -0.09734
H -0.02056 0.41882 -2.10992
H -1.54539 -0.26870 -2.68937
H -2.69385 1.28718 -0.92994
H -2.20027 1.85763 -2.50414
H -1.50375 0.55409 1.83772
H -0.72072 -0.09525 3.30243
H 0.59621 2.98294 3.48391
H 0.50908 1.83781 0.39083
H 2.38583 0.11030 0.87401
H 3.18547 -0.86814 2.05148
H 2.14859 -1.80377 -0.63341
H 3.79962 -1.46597 -0.18950
H 2.64294 -3.31653 1.60457
H 5.07265 -3.18791 1.11530
H 4.32661 -4.78262 1.00201
H 5.51490 -4.80025 -0.88902
H 3.95661 -3.40327 -2.75371
H 2.78777 -3.99166 -1.55606
H 3.88061 -5.09712 -2.40873
H 5.28788 -2.16394 -1.67343
H 0.16462 -4.41068 2.21108
H -4.42837 -1.28129 1.16701
H -4.04751 -3.30859 3.23638
H -0.64520 -5.16020 0.44374
H -1.67022 -4.67859 -0.88901
H -2.75023 -6.44326 0.20881
H -4.18018 -5.69278 0.92264
H -2.88371 -6.24666 1.97947
F -0.03077 5.07136 3.02889
C 1.20156 5.64572 2.94224
C 1.78636 6.13949 4.08864
C 3.04507 6.71587 3.99496
C 3.68948 6.79282 2.76806
C 3.07607 6.28903 1.62916
C 1.81965 5.70882 1.71263
H 1.26352 6.07369 5.03372
H 3.52247 7.10415 4.88402
H 4.66987 7.24409 2.70054
H 3.57517 6.34843 0.67176
H 1.32431 5.30449 0.84006
F -4.46690 8.75566 0.11741
C -3.25329 8.72364 0.70494
C -2.87854 7.59180 1.39976
C -1.62751 7.55911 1.99948
C -0.77912 8.65437 1.90326
C -1.18080 9.78310 1.20193
C -2.42626 9.82238 0.59189
H -3.55950 6.75376 1.46683
H -1.31733 6.68031 2.54177
H 0.19492 8.62633 2.37491
H -0.52308 10.63867 1.12887
H -2.75661 10.68894 0.03533
*
```

Computed properties:
frontier orbital gap	7.839	eV
LUMO energy	-2.6	eV

These are the Mulliken partial charges, in e, on atoms 1 to 99: C -1.207; C -0.105; P -0.151; C -1.498; C 1.489; C -0.489; C -0.431; C -1.583; N -0.431; C -0.719; C -0.605; C -0.714; F -0.316; O -0.231; C 0.593; C -0.735; B 1.045; O -0.814; O -0.698; O -0.365; C -0.759; C 0.586; N -0.166; C -0.924; C -0.082; C -0.550; O -0.629; C 0.405; S -0.121; P -0.140; O -0.399; O -0.367; N 0.627; F 0.236; C -2.085; O -0.038; C -0.957; H 0.382; H 0.132; H 0.402; H 0.454; H 0.296; H 0.428; H 0.571; H 0.364; H 0.767; H 0.355; H 0.485; H 0.314; H 0.397; H 0.296; H 0.383; H 0.450; H 0.135; H 0.235; H 0.449; H 0.204; H 0.222; H 0.210; H 0.322; H 0.260; H 0.427; H -0.829; H 0.544; H 0.257; H 0.353; H 0.482; H 0.507; H 0.290; H -0.347; H 0.476; H 0.374; H 0.143; H 0.329; H 0.363; H 0.597; H 0.866; H 0.401; H 0.298; H 0.293; F -0.474; C 0.225; C -0.362; C -0.466; C -0.506; C -0.628; C 0.089; H 0.450; H 0.400; H 0.402; H 0.403; H 0.477; F -0.321; C 0.425; C -0.704; C -0.124; C -0.527; C -0.341; C -0.498